No. 1
Computed, not measured: a 13-piece molecular cluster, C53H136N6O25 overall at a distorted geometry, with wB97M-V/def2-TZVPD.

CARTESIAN COORDINATES (ANGSTROEM)
C1 -5.80356 2.74325 1.66000
O1 -6.12362 1.65053 2.51212
C2 -7.41722 1.61415 3.04270
C3 -7.33089 0.85987 4.33352
N1 -6.84205 -0.48088 3.99515
C4 -6.44150 -1.30856 5.12971
C5 -5.64372 -2.47217 4.57673
O2 -4.42690 -1.98307 4.05719
C6 -3.59115 -2.98984 3.71859
H1 -6.14592 3.71793 2.04926
H2 -6.33503 2.58006 0.70781
H3 -4.72999 2.82494 1.53552
H4 -8.07613 1.02198 2.39326
H5 -7.84172 2.61343 3.20070
H6 -8.33563 0.79813 4.76973
H7 -6.68740 1.35190 5.08948
H8 -6.01315 -0.33184 3.41813
H9 -7.28852 -1.64919 5.71868
H10 -5.76036 -0.70403 5.76367
H11 -6.23497 -2.93128 3.76026
H12 -5.49392 -3.28293 5.30887
H13 -2.64011 -2.49954 3.53726
H14 -3.91446 -3.43603 2.76954
H15 -3.54269 -3.76212 4.48221
C7 0.29154 3.91381 -2.98922
O3 1.17672 3.02161 -3.66252
C8 2.22675 2.60598 -2.88502
C9 2.92557 1.42147 -3.51371
N2 4.15237 1.80586 -4.20666
C10 4.81996 0.67894 -4.79562
C11 6.31492 0.79484 -4.67355
O4 6.63967 0.79988 -3.30861
C12 8.01651 0.64023 -3.03686
H16 0.76502 4.91355 -2.93055
H17 -0.05827 3.50794 -2.04293
H18 -0.52518 4.09667 -3.69464
H19 1.96023 2.35980 -1.84438
H20 2.97133 3.42150 -2.81603
H21 2.32234 1.00337 -4.33089
H22 3.10235 0.58534 -2.80791
H23 4.85154 2.34597 -3.70775
H24 4.64332 0.64177 -5.88274
H25 4.50106 -0.25722 -4.31587
H26 6.61908 1.74885 -5.16272
H27 6.82201 0.03146 -5.28393
H28 8.33982 -0.38583 -3.24276
H29 8.20832 0.77092 -1.97163
H30 8.53837 1.41276 -3.60727
C13 -1.51458 -2.13226 -4.19623
O5 -1.32763 -3.43915 -3.70082
C14 -2.25608 -3.77864 -2.67040
C15 -2.20458 -5.26275 -2.33934
N3 -1.18090 -5.78564 -1.42536
C16 0.15921 -5.89466 -2.08458
C17 1.21198 -6.29590 -1.11684
O6 1.45263 -5.48838 -0.07576
C18 0.47605 -5.42753 1.00379
H31 -2.22776 -2.11895 -5.03631
H32 -0.55125 -1.72144 -4.51076
H33 -1.91451 -1.39031 -3.47649
H34 -3.28676 -3.46361 -2.93728
H35 -2.07317 -3.10123 -1.81488
H36 -2.21540 -5.96418 -3.18423
H37 -3.20874 -5.51024 -1.93098
H38 -1.00788 -5.16936 -0.63892
H39 0.40511 -4.91412 -2.52602
H40 0.06144 -6.57471 -2.93540
H41 2.16308 -6.40870 -1.63049
H42 0.96983 -7.31135 -0.77224
H43 1.16702 -5.24943 1.84856
H44 -0.01434 -6.38260 1.21459
H45 -0.17034 -4.54314 0.94619
C19 2.72799 -2.76126 -2.06451
O7 3.90971 -2.95238 -2.81504
C20 5.03084 -2.43843 -2.12190
C21 6.18051 -2.40332 -3.06733
N4 6.50257 -3.67286 -3.60885
C22 7.53100 -3.47844 -4.60038
C23 7.95941 -4.76407 -5.25252
O8 6.86302 -5.24751 -5.97433
C24 7.14195 -6.38161 -6.71361
H46 1.99111 -3.44606 -2.49134
H47 2.42552 -1.70759 -2.02985
H48 2.81425 -3.13362 -1.02469
H49 5.21202 -3.15754 -1.30656
H50 4.87161 -1.43323 -1.70876
H51 6.98516 -1.93389 -2.49592
H52 5.92675 -1.72084 -3.88720
H53 5.71116 -3.87551 -4.24008
H54 8.45343 -3.08042 -4.12589
H55 7.39466 -2.71076 -5.39194
H56 8.22697 -5.54835 -4.53739
H57 8.79615 -4.56391 -5.93493
H58 8.20585 -6.64434 -6.72653
H59 6.80951 -6.23884 -7.74582
H60 6.59241 -7.24465 -6.31567
C25 -8.59386 -1.25091 -5.39610
O9 -7.41691 -1.03895 -4.58027
C26 -7.49990 0.12188 -3.80923
C27 -6.22764 0.42350 -3.04655
N5 -6.10637 -0.59017 -1.93382
C28 -6.36051 -0.18376 -0.52504
C29 -6.58977 -1.39694 0.34509
O10 -7.85334 -1.95159 0.00622
C30 -8.28894 -2.90747 0.95941
H61 -8.93184 -0.34242 -5.91322
H62 -9.37888 -1.73286 -4.80085
H63 -8.30563 -1.92213 -6.21663
H64 -8.38268 0.25242 -3.16116
H65 -7.64954 0.99940 -4.49677
H66 -6.25058 1.46469 -2.70445
H67 -5.25361 0.37232 -3.55447
H68 -6.60146 -1.43419 -2.18218
H69 -7.13291 0.60014 -0.39975
H70 -5.40093 0.26537 -0.20323
H71 -6.66605 -1.06317 1.38958
H72 -5.78359 -2.12644 0.19334
H73 -9.32093 -3.20686 0.72238
H74 -8.33517 -2.50271 1.98203
H75 -7.71169 -3.84750 0.89925
C31 -1.50596 0.89766 -0.66838
C32 -1.60902 0.17889 0.65471
C33 -1.67145 -1.31044 0.34800
C34 -0.32440 -1.85345 -0.07214
C35 0.61865 -1.56451 1.08181
C36 0.79319 -0.11268 1.28787
N6 -0.49051 0.40834 1.57543
O11 -0.34166 1.80344 1.87288
C37 1.64695 -0.04732 2.54675
C38 1.53763 0.55810 0.18174
C39 -2.86233 0.56921 1.36658
H76 -2.49190 1.07694 -1.09294
H77 -0.83827 0.40543 -1.35889
H78 -1.10945 1.89831 -0.43541
H79 -2.05823 -1.81541 1.24208
H80 -2.36304 -1.51439 -0.47621
H81 -0.06220 -1.21275 -0.92462
H82 -0.19130 -2.88521 -0.39472
H83 1.53263 -2.17041 0.97411
H84 0.21587 -2.05287 1.98755
H85 2.47543 -0.74266 2.56078
H86 1.90463 1.00623 2.69869
H87 1.05895 -0.33602 3.42844
H88 1.26136 0.26423 -0.82767
H89 1.24050 1.62001 0.27482
H90 2.61657 0.59117 0.32700
H91 -3.12621 0.03647 2.28575
H92 -3.67400 0.27602 0.68853
H93 -2.87834 1.64186 1.55735
H94 -0.81986 1.91174 2.71709
C40 6.72068 -0.21863 2.42699
C41 7.00740 -1.00991 3.62354
O12 8.37661 -1.25103 3.67302
O13 5.36296 0.10202 2.34255
H95 7.01365 -0.73180 1.51243
H96 7.39844 0.64314 2.50052
H97 6.53097 -1.99155 3.58239
H98 6.70893 -0.57281 4.57674
H99 8.76939 -0.71910 4.36517
H100 5.11588 -0.00337 1.41523
C42 0.61969 6.28195 0.34041
C43 0.02084 5.68540 -0.88112
O14 0.26841 4.29964 -0.91448
O15 -0.13136 5.88681 1.44421
H101 0.64721 7.37319 0.30728
H102 1.65337 5.91759 0.36634
H103 0.55138 6.07984 -1.74909
H104 -1.05393 5.82753 -0.99734
H105 -0.18888 3.79224 -0.22718
H106 -0.13007 6.62876 2.05549
C44 -3.45200 3.29805 5.66067
C45 -3.31025 2.10793 4.72091
O16 -1.95095 2.00941 4.28354
O17 -2.95077 4.52153 5.12892
H107 -2.87578 3.03449 6.56780
H108 -4.49582 3.36622 5.97461
H109 -4.06579 2.02293 3.92995
H110 -3.57321 1.24242 5.36191
H111 -1.68954 1.07934 4.35301
H112 -2.15070 4.28886 4.62634
C46 5.62176 4.00022 -0.87347
C47 5.05859 2.74407 -0.28786
O18 5.90136 1.59303 -0.62276
O19 5.63566 3.88073 -2.34454
H113 6.66953 4.18957 -0.60718
H114 5.03519 4.90678 -0.63305
H115 4.03627 2.52457 -0.61427
H116 5.10982 2.81443 0.79660
H117 6.02697 1.58172 -1.59611
H118 6.04398 4.61377 -2.79068
C48 3.55846 0.55429 5.40040
C49 2.67682 0.14277 6.50725
O20 3.25374 -0.88797 7.28170
O21 3.91646 -0.64004 4.69833
H119 4.46453 1.02579 5.80763
H120 3.00583 1.28479 4.80158
H121 1.66904 -0.12119 6.12551
H122 2.41302 0.96856 7.17352
H123 3.35498 -1.65206 6.69766
H124 4.51379 -0.43911 3.94522
C50 0.17058 4.09987 5.79237
C51 1.62895 4.27430 5.36302
O22 2.50041 3.39009 6.08433
O23 0.03696 4.45764 7.15170
H125 -0.21713 3.09990 5.55549
H126 -0.43075 4.80212 5.17995
H127 1.86251 5.36714 5.46212
H128 1.83644 4.18307 4.29214
H129 2.47029 3.59280 7.02874
H130 -0.79329 4.89774 7.31556
C52 -3.92865 3.24920 -2.32038
C53 -2.80904 4.22111 -2.58842
O24 -2.74654 4.37923 -4.01636
O25 -5.11552 3.69953 -3.01753
H131 -4.23666 3.17531 -1.26439
H132 -3.56131 2.21694 -2.48270
H133 -1.87075 3.80573 -2.19431
H134 -2.96073 5.20226 -2.12278
H135 -2.41569 5.24677 -4.24735
H136 -4.71478 4.07947 -3.83299

E: -4309.90705 hartree
HOMO level: -8.08 eV
Kohn-Sham gap: 8.28 eV
total charge: 0

=====

No. 2
Computed, not measured: an isolated molecule of C9H11NO at a distorted geometry, with wB97M-V/def2-TZVPD.

CARTESIAN COORDINATES (ANGSTROEM)
C1 -1.53114 -1.24768 0.76233
N1 -1.85603 -0.01399 0.09069
C2 -3.24955 0.20593 -0.38635
C3 -0.83767 0.96038 -0.24204
O1 -1.22968 2.03142 -0.52490
C4 0.56770 0.46471 -0.19430
C5 1.45312 1.50344 0.32682
C6 2.82994 1.13985 0.34498
C7 3.34114 -0.10291 -0.07201
C8 2.40484 -0.99291 -0.64615
C9 1.11996 -0.69422 -0.72687
H1 -0.40968 -1.42174 1.22645
H2 -1.79518 -1.99873 -0.06503
H3 -2.28922 -1.19478 1.56884
H4 -3.86784 0.11518 0.63237
H5 -3.49919 -0.60130 -1.00586
H6 -3.26359 1.14060 -0.83975
H7 1.07240 2.59669 0.79927
H8 3.54493 1.75243 0.74758
H9 4.38317 -0.33034 0.01732
H10 2.67600 -1.79738 -0.77495
H11 0.43556 -1.51466 -1.03846

SMILES string: CN(C)C(=O)c1ccccc1
E: -479.41109 hartree
HOMO level: -8.64 eV
Kohn-Sham gap: 9.28 eV
total charge: 0

=====

No. 3
Computed, not measured: an isolated ion of composition C3H5N2O2S and charge +1 at a distorted geometry, with wB97M-V/def2-TZVPD.

CARTESIAN COORDINATES (ANGSTROEM)
C1 2.31523 -0.11595 -0.01701
C2 -1.18189 -1.43601 -0.51458
C3 0.14758 0.90089 0.22083
N1 1.49412 0.96272 -0.20844
N2 3.55403 -0.05089 -0.67901
O1 4.64024 -0.07382 -0.21268
O2 1.92848 -1.17450 0.42094
S1 -0.99002 0.08356 -1.04722
H1 -0.71836 -1.83374 0.37928
H2 -1.78853 -2.10588 -1.10897
H3 0.06535 0.30155 1.13154
H4 -0.25973 1.90220 0.35616
H5 1.84780 1.80091 -0.64827

E: -775.06937 hartree
HOMO level (alpha / beta): -12.58 / -15.21 eV
Kohn-Sham gap (alpha / beta): 5.85 / 8.48 eV
total charge: +1
multiplicity: 3